# 1
The following is a DFT calculation (the ωB97M-V functional and the def2-TZVPD basis) of a structure of composition C5H15N3.

Computed properties:
* relative energy (zero: lowest compared OMol25 entry of this formula, charge and spin): 74.8 kcal/mol
* highest occupied orbital energy: -7.31 eV
* gap between HOMO and LUMO: 8.236 eV
* charge: 0
* lowest unoccupied orbital energy: 0.034 Ha

CARTESIAN COORDINATES (ANGSTROEM)
C 1.57726 0.44172 0.18048
C 2.22618 -0.39475 -0.90747
C 1.55712 1.83830 0.06392
H 1.75460 0.05095 1.18265
H 0.22889 0.04694 0.08807
H 1.99972 0.01420 -1.89593
H 3.31192 -0.40156 -0.79542
H -0.19011 1.96195 -0.26457
H 1.87810 2.30339 -0.86112
H 1.59418 2.45482 0.95220
H 1.87612 -1.43077 -0.88243
C -1.49627 -1.62835 1.54420
N -1.65024 -0.25081 1.13432
C -1.13603 0.17257 -0.10911
N -1.49013 -0.63474 -1.25011
N -1.21294 1.53766 -0.27916
H -2.54322 0.16820 1.34910
H -1.42330 -1.62568 -1.05644
H -0.89917 -0.42609 -2.04659
H -1.63026 1.78614 -1.17033
H -0.44424 -1.91412 1.46568
H -2.09867 -2.34723 0.96859
H -1.78951 -1.72278 2.58948

natural (NBO) analysis output, partial charges in e: C -0.271; C -0.622; C -0.565; H 0.218; H 0.142; H 0.205; H 0.223; H 0.378; H 0.200; H 0.214; H 0.204; C -0.416; N -0.642; C 0.374; N -0.855; N -0.832; H 0.380; H 0.365; H 0.365; H 0.368; H 0.194; H 0.163; H 0.209

# 2
The following is a DFT calculation (the ωB97M-V functional and the def2-TZVPD basis) of a cluster of 5 separate species, C27H47IO11 in total.

Computed properties:
* highest occupied orbital energy: -9.35 eV
* gap between HOMO and LUMO: 8.522 eV
* charge: 0
* lowest unoccupied orbital energy: -0.031 Ha

CARTESIAN COORDINATES (ANGSTROEM)
C 7.02493 -2.95768 0.35822
C 6.68588 -1.76503 1.29095
C 6.52365 -0.47090 0.49701
C 6.20297 0.79356 1.31377
C 4.72590 1.20102 1.31483
C 3.76228 0.09870 1.80411
C 2.90818 -0.51193 0.68028
C 1.52863 -0.93300 1.05303
C 0.97100 -1.48640 2.13617
I 1.82856 -2.07416 3.91637
C -0.48590 -1.66596 1.89855
O -1.32355 -2.14098 2.60035
O -0.76336 -1.18381 0.63448
C 0.42346 -0.77705 0.06014
O 0.47922 -0.37403 -1.06311
H 6.11894 -3.52726 0.15122
H 7.41381 -2.59093 -0.59134
H 7.75501 -3.61531 0.82675
H 7.46820 -1.65439 2.04233
H 5.76516 -2.02547 1.81471
H 5.78696 -0.61194 -0.29995
H 7.47952 -0.30828 -0.01059
H 6.56666 0.70900 2.34082
H 6.76233 1.62226 0.86959
H 4.61604 2.04954 1.99366
H 4.43619 1.53716 0.31768
H 4.32516 -0.69517 2.29167
H 3.11020 0.50770 2.57748
H 3.41222 -1.35034 0.18859
H 2.78918 0.24439 -0.10057
O 0.79590 3.79035 -1.98093
C 0.07185 3.19054 -2.72891
O 0.14995 3.44853 -4.04801
C -0.53497 2.66496 -5.03262
C -1.95770 3.14670 -5.23710
C -0.96031 2.21230 -2.21941
H -0.49009 1.60497 -4.77833
H 0.03469 2.79069 -5.94693
H -2.55692 3.04143 -4.33197
H -2.44028 2.57826 -6.03369
H -1.95857 4.20145 -5.51204
H -1.86203 2.76568 -1.95577
H -0.56270 1.74624 -1.32872
H -1.21617 1.42095 -2.91806
O 1.19974 1.06740 5.73113
C 0.04542 1.33784 5.53841
O -0.80612 0.33113 5.27425
C -2.22297 0.50196 5.16262
C -2.62888 0.90995 3.76144
C -0.44733 2.76510 5.48968
H -2.59097 1.19466 5.92028
H -2.63888 -0.47459 5.40469
H -2.21668 1.88242 3.48803
H -3.71516 0.96478 3.68304
H -2.26338 0.17912 3.03995
H -0.28937 3.15155 4.48336
H 0.14887 3.35056 6.18455
H -1.49419 2.88540 5.75654
O -4.17249 -1.98246 8.55428
C -4.70266 -2.65872 7.71857
O -4.37079 -2.46343 6.42554
C -4.79672 -3.32403 5.36474
C -6.16245 -2.94039 4.83455
C -5.77829 -3.66254 8.06415
H -4.75335 -4.36833 5.67628
H -4.04518 -3.19535 4.58712
H -6.93567 -3.05031 5.59527
H -6.42745 -3.56762 3.98323
H -6.16068 -1.89883 4.51321
H -6.73539 -3.14385 8.10344
H -5.55891 -4.06268 9.05033
H -5.85404 -4.49581 7.37015
O 0.71223 1.72851 -7.91898
C -0.00831 1.13683 -8.67519
O 0.09636 1.38647 -9.99328
C -0.58613 0.61925 -10.98947
C -1.99066 1.12855 -11.23636
C -1.06987 0.18096 -8.17937
H -0.57018 -0.44145 -10.73597
H 0.01700 0.73756 -11.88781
H -2.61632 1.03097 -10.34889
H -2.45831 0.57063 -12.04780
H -1.96397 2.18362 -11.50760
H -1.96592 0.75262 -7.93943
H -0.70167 -0.28837 -7.27055
H -1.33038 -0.60545 -8.88273

Löwdin analysis output, partial charges in e: C -0.102; C -0.261; C -0.225; C -0.205; C -0.193; C -0.209; C -0.124; C -0.157; C -0.566; I 1.075; C -0.494; O 0.132; O 0.142; C -0.380; O 0.168; H 0.065; H 0.065; H 0.064; H 0.105; H 0.085; H 0.112; H 0.107; H 0.113; H 0.104; H 0.108; H 0.109; H 0.068; H 0.093; H 0.135; H 0.120; O 0.100; C -0.524; O 0.006; C -0.233; C -0.056; C 0.010; H 0.113; H 0.099; H 0.067; H 0.067; H 0.085; H 0.096; H 0.061; H 0.072; O 0.068; C -0.537; O -0.023; C -0.218; C -0.049; C 0.015; H 0.115; H 0.115; H 0.072; H 0.083; H 0.059; H 0.095; H 0.090; H 0.071; O 0.110; C -0.529; O -0.015; C -0.233; C -0.062; C 0.012; H 0.113; H 0.121; H 0.068; H 0.082; H 0.081; H 0.095; H 0.091; H 0.069; O 0.103; C -0.518; O 0.004; C -0.236; C -0.063; C 0.017; H 0.111; H 0.123; H 0.068; H 0.082; H 0.084; H 0.086; H 0.092; H 0.070

# 3
The following is a DFT calculation (the ωB97M-V functional and the def2-TZVPD basis) of a structure of composition C26H30BO3.

Computed properties:
* relative energy (zero: lowest compared OMol25 entry of this formula, charge and spin): 0.0 kcal/mol
* highest occupied orbital energy: -10.01 eV
* gap between HOMO and LUMO: 3.911 eV
* charge: +1
* lowest unoccupied orbital energy: -0.224 Ha

CARTESIAN COORDINATES (ANGSTROEM)
C -4.40754 1.09917 5.60924
C -3.27209 1.57256 4.83794
C -2.61933 2.79402 4.77268
C -1.74559 2.70634 3.65542
C -1.96819 1.48866 2.99359
B -2.53938 1.35352 1.48863
O -2.11807 2.11552 0.44143
C -1.56720 1.00572 -0.37373
C -2.41273 0.87941 -1.63729
C -0.18615 1.52867 -0.74825
C -1.83974 -0.33653 0.55509
C -2.28179 -1.62707 -0.12178
C -0.73032 -0.65283 1.61630
O -3.05622 0.08919 1.25278
O -2.78553 0.72797 3.88306
H -4.76875 1.92935 6.22993
H -5.22860 0.75832 4.95765
H -4.11395 0.25736 6.25251
H -2.81393 3.65314 5.41637
H -1.06908 3.48348 3.31598
H -1.96280 0.16188 -2.33847
H -3.42678 0.55192 -1.38359
H -2.46668 1.85548 -2.13178
H 0.11675 1.19362 -1.74045
H -0.23286 2.62508 -0.78332
H 0.59267 1.26619 -0.03352
H -1.94579 -1.67356 -1.15514
H -1.86064 -2.49333 0.39831
H -3.37428 -1.73672 -0.09902
H 0.28253 -0.44504 1.25801
H -0.85458 -0.10100 2.57249
H -0.80576 -1.71518 1.88986
C 0.73088 -1.40489 -0.67080
C 0.17915 -1.94666 -1.94064
C -0.14200 -3.32903 -2.07309
C -0.78276 -3.82869 -3.20862
C -1.10558 -2.96729 -4.27133
C -0.74761 -1.61960 -4.19430
C -0.06743 -1.12653 -3.07714
C 1.91016 -0.65152 -0.88429
C 3.07063 -0.61990 -0.12576
C 4.24572 0.09528 -0.54722
C 5.43129 0.10501 0.23435
C 6.57421 0.77371 -0.20041
C 6.58505 1.45616 -1.42919
C 5.41977 1.47228 -2.21000
C 4.27392 0.80499 -1.78684
H 0.72987 -2.12800 0.16074
H 0.16425 -4.01885 -1.27652
H -0.98067 -4.90576 -3.28877
H -1.60930 -3.35986 -5.15578
H -0.92568 -0.95373 -5.04059
H 0.33182 -0.10519 -3.11755
H 1.89932 -0.07548 -1.81707
H 3.11997 -1.21890 0.79180
H 5.42941 -0.42073 1.19120
H 7.46999 0.78385 0.42256
H 7.46735 2.01226 -1.75048
H 5.39540 2.02920 -3.14861
H 3.39526 0.83256 -2.43660

natural (NBO) analysis output, partial charges in e: C -0.670; C 0.369; C -0.357; C -0.162; C -0.174; B 1.132; O -0.716; C 0.241; C -0.640; C -0.633; C 0.243; C -0.642; C -0.668; O -0.725; O -0.429; H 0.235; H 0.242; H 0.241; H 0.239; H 0.228; H 0.205; H 0.236; H 0.230; H 0.188; H 0.257; H 0.208; H 0.213; H 0.208; H 0.257; H 0.194; H 0.284; H 0.212; C 0.108; C -0.149; C -0.143; C -0.209; C -0.155; C -0.152; C -0.184; C -0.296; C 0.025; C -0.058; C -0.143; C -0.216; C -0.114; C -0.204; C -0.155; H 0.239; H 0.227; H 0.243; H 0.239; H 0.228; H 0.217; H 0.216; H 0.230; H 0.229; H 0.241; H 0.240; H 0.237; H 0.215